{"formula": "C4H11N3S", "method": "ωB97M-V with the def2-TZVPD basis set", "elements": ["C", "C", "C", "C", "H", "H", "H", "H", "H", "H", "H", "H", "H", "H", "H", "N", "N", "N", "S"], "positions_angstrom": [[0.7181, 0.6797, 1.3375], [0.0151, -0.3171, 0.2998], [0.7619, -0.7082, -0.9845], [-1.8971, 1.1913, -0.2630], [0.3643, 1.7787, 1.0845], [0.6823, 0.2724, 2.5527], [2.0661, 0.5416, 0.9843], [0.0544, -1.2205, 0.9078], [1.0972, 0.1371, -1.5568], [0.0207, -1.4033, -1.4876], [2.2000, -1.8568, 0.2654], [2.7486, -0.3332, -0.3406], [-2.5280, -1.8547, -1.1744], [-2.9697, 1.3116, -0.4433], [-0.2468, 2.2788, -0.5943], [2.1502, -1.1193, -0.4451], [-1.4839, -0.0009, 0.4640], [-1.2530, 2.1010, -0.7496], [-2.5002, -1.4782, 0.1432]], "atomic_forces_ev_per_a": [[3.32, -0.10, -0.39], [-0.74, 0.61, 4.06], [0.98, 0.41, 2.27], [-1.96, -2.99, 0.89], [0.99, -2.28, 1.45], [-0.24, 1.58, -3.84], [-4.45, 1.03, 1.65], [0.01, -0.41, -0.37], [-0.78, 0.35, -0.86], [1.85, 0.25, 0.04], [-0.10, 0.87, -0.40], [0.29, 0.08, 0.15], [0.53, 0.83, 0.18], [-0.12, -0.85, 0.44], [-0.76, -0.98, -0.27], [-2.17, -2.15, -1.95], [0.47, -0.82, -2.95], [2.68, 3.52, -0.92], [0.21, 1.05, 0.82]], "lowdin_charge": [-0.087, -0.479, -0.181, -0.382, 0.058, 0.134, 0.142, 0.081, 0.092, 0.114, 0.079, 0.021, -0.155, 0.100, 0.054, -0.034, -0.384, 0.103, 0.723], "lumo_energy_ev": 0.46, "homo_lumo_gap_ev": 9.57, "total_charge": 0, "fmax_ev_per_a": 4.9, "e_tot_ha": -721.29255, "molar_mass_da": 133.22, "homo_ev": -9.11}

---

{"formula": "C33H29BrHfN2O2PS2Sb", "method": "ωB97M-V with the def2-TZVPD basis set", "elements": ["Hf", "Br", "C", "C", "C", "C", "C", "N", "C", "O", "O", "H", "H", "H", "S", "C", "N", "C", "P", "C", "C", "C", "C", "C", "C", "C", "H", "H", "H", "H", "H", "H", "H", "H", "H", "H", "H", "S", "Sb", "C", "C", "C", "C", "C", "C", "C", "C", "C", "C", "C", "C", "C", "C", "C", "C", "C", "C", "H", "H", "H", "H", "H", "H", "H", "H", "H", "H", "H", "H", "H", "H", "H"], "positions_angstrom": [[-0.0056, 2.4439, 0.1824], [2.2811, 3.6462, -2.0984], [3.0292, 3.3431, -0.3952], [4.3201, 3.7405, -0.0492], [4.7623, 3.4447, 1.2313], [3.9358, 2.7357, 2.1072], [2.6742, 2.3688, 1.6537], [2.2302, 2.6968, 0.4411], [1.6809, 1.5255, 2.4400], [1.9914, 0.8654, 3.3957], [0.4911, 1.5114, 1.8837], [4.9421, 4.2670, -0.7567], [5.7496, 3.7559, 1.5411], [4.2505, 2.4601, 3.1018], [1.5545, 6.7668, 0.5552], [0.6691, 5.4925, 0.4202], [-0.0003, 4.5011, 0.2959], [-3.4700, 4.2168, 0.8948], [-2.6381, 2.5944, 0.9370], [-3.7308, 1.4813, 1.8718], [-2.6510, 1.9980, -0.7920], [-3.1175, 0.7348, -1.1759], [-2.9436, 0.2920, -2.4773], [-2.2986, 1.0862, -3.4137], [-1.8282, 2.3427, -3.0553], [-1.9935, 2.7916, -1.7481], [-2.8748, 4.9254, 0.3208], [-3.5551, 4.5958, 1.9126], [-4.4662, 4.1296, 0.4601], [-4.7118, 1.4153, 1.3966], [-3.8581, 1.8906, 2.8749], [-3.2856, 0.4902, 1.9671], [-3.6295, 0.1061, -0.4640], [-3.3188, -0.6773, -2.7668], [-2.1784, 0.7313, -4.4247], [-1.3512, 2.9800, -3.7859], [-1.7146, 3.8203, -1.5046], [0.5443, 0.4934, -1.3216], [0.4580, -1.6360, -0.3501], [-0.6348, -2.7891, -1.7315], [-0.5463, -2.5058, -3.0931], [-1.2220, -3.2939, -4.0111], [-1.9897, -4.3601, -3.5725], [-2.0751, -4.6482, -2.2195], [-1.3959, -3.8675, -1.2973], [-0.4891, -1.8054, 1.5265], [-1.8761, -1.9143, 1.5939], [-2.4969, -2.1334, 2.8135], [-1.7370, -2.2327, 3.9681], [-0.3591, -2.1239, 3.9079], [0.2660, -1.9166, 2.6906], [2.4221, -2.3756, -0.2888], [2.7128, -3.5144, -1.0242], [3.9953, -4.0383, -1.0036], [4.9817, -3.4300, -0.2488], [4.6936, -2.2936, 0.4882], [3.4161, -1.7636, 0.4663], [0.0489, -1.6693, -3.4407], [-1.1444, -3.0814, -5.0678], [-2.5161, -4.9733, -4.2884], [-2.6650, -5.4869, -1.8801], [-1.4560, -4.1167, -0.2434], [-2.4728, -1.8628, 0.6890], [-3.5719, -2.2403, 2.8639], [-2.2213, -2.4077, 4.9171], [0.2318, -2.2076, 4.8080], [1.3429, -1.8434, 2.6599], [1.9493, -3.9979, -1.6154], [4.2212, -4.9234, -1.5769], [5.9787, -3.8431, -0.2319], [5.4641, -1.8251, 1.0843], [3.2025, -0.8826, 1.0522]], "atomic_forces_ev_per_a": [[-0.19, -0.42, 0.21], [0.03, 0.04, 0.05], [0.46, 0.14, -0.01], [-0.50, -0.15, -0.13], [-0.30, -0.18, 0.14], [-0.34, -0.12, -0.43], [0.54, -0.05, 0.86], [0.08, 0.28, -0.15], [1.08, -0.57, 0.69], [0.03, 0.48, -0.36], [-0.95, 0.44, -0.52], [-0.02, 0.01, -0.05], [0.03, 0.01, 0.03], [-0.01, -0.04, 0.06], [0.00, -0.01, 0.03], [0.09, 0.35, -0.03], [-0.10, -0.48, -0.08], [0.07, -0.10, 0.03], [-0.32, 0.01, -0.23], [0.15, 0.04, 0.03], [-0.13, -0.12, 0.02], [0.14, 0.19, 0.07], [0.00, 0.06, 0.14], [0.13, 0.29, 0.03], [-0.07, -0.22, 0.01], [-0.05, 0.29, 0.03], [0.00, -0.03, 0.00], [0.03, -0.01, 0.04], [0.03, -0.05, 0.01], [0.07, 0.03, -0.02], [0.04, 0.00, -0.02], [0.00, 0.05, -0.02], [-0.06, -0.06, 0.10], [-0.05, -0.12, -0.02], [0.03, -0.02, -0.13], [0.02, 0.03, -0.05], [-0.01, -0.10, -0.04], [0.07, -0.07, -0.29], [-0.07, -0.31, 0.14], [0.06, 0.10, -0.09], [0.15, 0.26, 0.04], [0.06, 0.09, 0.01], [-0.05, -0.07, 0.04], [-0.04, -0.04, -0.02], [0.04, -0.07, 0.35], [0.04, -0.02, 0.06], [-0.11, 0.02, -0.35], [-0.05, 0.05, -0.06], [-0.05, -0.02, 0.08], [0.02, 0.02, 0.03], [0.26, 0.07, -0.23], [-0.06, 0.08, 0.08], [-0.17, -0.12, -0.14], [0.00, -0.05, -0.03], [0.08, -0.06, -0.03], [0.01, 0.08, 0.06], [-0.11, 0.18, 0.14], [0.01, 0.01, -0.02], [0.02, 0.03, -0.03], [-0.04, -0.05, -0.04], [-0.03, -0.04, 0.03], [-0.02, 0.01, -0.02], [-0.03, -0.01, 0.01], [-0.03, 0.00, -0.03], [-0.04, -0.02, 0.07], [0.05, 0.01, 0.02], [0.12, 0.00, 0.00], [-0.09, -0.08, -0.09], [0.00, -0.09, -0.06], [0.07, -0.04, 0.00], [0.00, 0.03, 0.02], [-0.04, 0.20, 0.10]], "lowdin_charge": [1.268, 0.859, -0.701, -0.040, 0.013, 0.060, -0.165, -0.090, -0.535, 0.148, -0.217, 0.125, 0.133, 0.138, 0.797, -0.949, -0.150, -0.221, 0.876, -0.219, -0.452, -0.081, -0.051, -0.053, -0.067, -0.221, 0.038, 0.061, 0.068, 0.071, 0.064, 0.022, 0.099, 0.120, 0.122, 0.124, 0.093, 0.138, 1.422, -0.371, -0.136, -0.061, -0.048, -0.054, -0.116, -0.347, -0.153, -0.073, -0.043, -0.042, -0.108, -0.353, -0.108, -0.051, -0.047, -0.058, -0.122, 0.089, 0.117, 0.119, 0.118, 0.104, 0.093, 0.118, 0.120, 0.123, 0.097, 0.099, 0.119, 0.119, 0.116, 0.090], "lumo_energy_ev": -6.11, "homo_lumo_gap_ev": 8.20, "total_charge": 2, "fmax_ev_per_a": 1.4, "e_tot_ha": -5534.57495, "molar_mass_da": 960.87, "homo_ev": -14.31}

---

{"formula": "C28H49N7", "method": "ωB97M-V with the def2-TZVPD basis set", "elements": ["C", "C", "C", "C", "N", "H", "H", "H", "H", "H", "H", "H", "C", "C", "C", "C", "N", "H", "H", "H", "H", "H", "H", "H", "C", "C", "C", "C", "N", "H", "H", "H", "H", "H", "H", "H", "C", "C", "C", "C", "N", "H", "H", "H", "H", "H", "H", "H", "C", "C", "C", "C", "N", "H", "H", "H", "H", "H", "H", "H", "C", "C", "C", "C", "N", "H", "H", "H", "H", "H", "H", "H", "C", "C", "C", "C", "N", "H", "H", "H", "H", "H", "H", "H"], "positions_angstrom": [[1.9326, 0.3777, 0.0960], [0.4476, -0.1072, -0.1044], [-0.5003, 0.8302, 0.6424], [-0.7571, 2.1364, -0.1306], [-0.9661, 3.0974, -0.7058], [2.2980, 0.4838, 1.1174], [2.0084, 1.3615, -0.3671], [2.5857, -0.3029, -0.4502], [0.2044, -1.0857, 0.3097], [0.1674, -0.1755, -1.1555], [-0.0780, 1.0179, 1.6296], [-1.3958, 0.2271, 0.7920], [5.6005, -3.0788, 0.4946], [4.3676, -3.0299, 1.3062], [3.6108, -4.3731, 1.5535], [3.0675, -4.9706, 0.3045], [2.6255, -5.3866, -0.7058], [5.2768, -3.5603, -0.4281], [6.3370, -3.7223, 0.9759], [6.0196, -2.0954, 0.2816], [3.5844, -2.4000, 0.8845], [4.7141, -2.6060, 2.2486], [2.7806, -4.1675, 2.2292], [4.2902, -5.0998, 1.9990], [-0.2953, -3.8110, 0.3009], [-1.0736, -4.6062, 1.4015], [-1.6654, -3.7481, 2.4583], [-2.9224, -3.1095, 2.0125], [-3.8934, -2.6409, 1.5415], [0.3873, -3.1460, 0.8300], [-0.9113, -3.1204, -0.2751], [0.0966, -4.5646, -0.3821], [-0.4009, -5.3706, 1.7905], [-1.8600, -5.2429, 0.9962], [-1.0286, -2.9710, 2.8812], [-1.9480, -4.3496, 3.3223], [-0.5942, 4.7977, 3.3240], [-1.0510, 3.4585, 3.9361], [0.1311, 2.4309, 4.3956], [1.0928, 2.9980, 5.3422], [1.8888, 3.4595, 6.0896], [-0.2754, 5.5241, 4.0715], [-1.4958, 5.2747, 2.9398], [0.1873, 4.8239, 2.5646], [-1.6498, 2.9390, 3.1880], [-1.7624, 3.4943, 4.7611], [0.6511, 2.1251, 3.4877], [-0.2908, 1.5691, 4.9127], [-5.3342, -0.4453, -1.4361], [-3.7807, -0.0079, -1.3886], [-2.9575, -1.2633, -1.8491], [-3.3742, -1.7537, -3.1900], [-3.5716, -2.1408, -4.2367], [-5.5559, -1.3474, -0.8658], [-5.7078, -0.8306, -2.3848], [-6.0568, 0.3163, -1.1432], [-3.3462, 0.3472, -0.4542], [-3.5846, 0.7397, -2.1572], [-3.2614, -2.0212, -1.1270], [-1.8810, -1.1585, -1.9846], [-4.3970, 7.6719, -0.7465], [-4.2046, 6.4407, -1.7249], [-3.1545, 5.4400, -1.2327], [-3.2921, 5.0378, 0.1677], [-3.3693, 4.7250, 1.2874], [-5.1886, 8.3632, -1.0356], [-3.4027, 8.1181, -0.7315], [-4.5841, 7.3099, 0.2645], [-3.8907, 6.6737, -2.7423], [-5.1430, 5.8988, -1.8423], [-2.1938, 5.9327, -1.3827], [-3.1480, 4.5026, -1.7887], [3.3203, -1.4055, -3.5339], [4.6292, -2.1260, -3.0104], [5.3457, -3.1625, -3.9369], [5.9636, -2.3787, -5.0485], [6.3439, -1.8171, -5.9459], [3.3736, -0.6474, -4.3152], [2.8182, -1.0051, -2.6531], [2.6281, -2.1181, -3.9825], [4.3694, -2.5655, -2.0474], [5.3681, -1.3647, -2.7599], [4.5904, -3.8162, -4.3732], [6.0914, -3.7262, -3.3763]], "atomic_forces_ev_per_a": [[-0.99, -0.62, -1.10], [0.93, 0.62, 0.84], [-0.24, 0.73, -1.09], [0.24, -2.64, 1.94], [-0.09, 0.84, -0.63], [-0.41, -0.28, 0.15], [0.13, 0.04, -0.07], [0.23, 0.11, 0.09], [0.64, -0.12, 0.04], [0.27, 0.20, -0.08], [-0.15, 0.41, -0.07], [-0.55, 0.77, -0.04], [-0.03, -1.00, -1.27], [-1.16, 0.14, 1.18], [0.70, 0.18, -0.49], [-1.00, -0.69, -2.45], [1.37, 1.18, 3.00], [0.72, 0.02, -0.46], [0.18, 0.11, -0.07], [-0.04, -0.10, 0.06], [0.31, 0.52, -0.09], [-0.82, -0.06, 0.47], [0.01, -0.22, 0.03], [-0.14, -0.12, 0.15], [-1.34, -0.62, 0.77], [0.76, -0.34, -1.64], [-1.23, 0.45, 1.39], [-2.21, 1.27, -1.64], [2.67, -1.21, 1.39], [0.75, -0.46, -0.29], [-0.45, -0.20, -0.01], [0.66, 0.55, 0.06], [0.30, 0.34, 0.48], [-0.19, 0.28, -0.39], [0.30, 0.05, -0.29], [-0.03, -0.14, 0.12], [-0.78, 0.62, 1.14], [1.35, -1.32, -0.04], [-1.22, 1.33, -0.40], [2.79, 1.90, 2.26], [-2.84, -1.65, -2.58], [0.29, -0.26, 0.38], [0.07, -0.15, -0.45], [-0.16, -0.70, -0.11], [0.27, -0.26, -0.27], [0.27, 0.80, 0.20], [0.18, -0.14, 0.16], [-0.19, -0.13, -0.33], [0.74, 0.02, 0.44], [-0.84, -1.32, -1.86], [-1.36, -0.03, -0.42], [0.57, 0.85, 2.24], [-0.50, -0.64, -1.79], [0.46, 0.19, 0.86], [0.73, 0.62, -0.71], [0.37, 0.18, 0.20], [-0.67, -0.09, 0.18], [-0.26, 0.37, 0.20], [0.67, -0.39, 0.01], [0.06, 0.25, 0.71], [1.00, -1.47, -0.99], [-1.10, -0.11, 0.69], [0.10, 0.27, 0.18], [0.05, -0.28, 2.01], [0.00, 0.49, -1.95], [0.27, -0.06, -0.17], [-0.21, 0.69, 0.16], [-0.16, -0.06, -0.06], [-0.08, 0.60, 0.10], [-0.21, 0.08, 0.07], [0.31, -0.36, 0.30], [0.01, 0.18, -0.31], [0.38, -1.10, 0.08], [-0.43, 0.73, -0.32], [-0.70, 1.67, -0.16], [-1.40, -2.54, 2.75], [1.16, 1.70, -2.35], [0.77, 0.19, 0.27], [-0.02, 0.24, -0.15], [-0.02, -0.41, 0.23], [-0.06, -0.37, -0.22], [0.04, 0.14, -0.01], [0.22, -0.24, 0.01], [-0.03, 0.02, -0.19]], "lowdin_charge": [-0.073, -0.240, -0.167, -0.168, 0.170, 0.072, 0.075, 0.041, 0.068, 0.103, 0.089, 0.096, -0.116, -0.274, -0.165, -0.212, 0.145, 0.051, 0.087, 0.088, 0.094, 0.111, 0.108, 0.116, -0.083, -0.253, -0.212, -0.197, 0.149, 0.051, 0.052, 0.060, 0.107, 0.117, 0.117, 0.120, -0.114, -0.211, -0.175, -0.233, 0.125, 0.065, 0.036, 0.074, 0.076, 0.103, 0.084, 0.106, -0.084, -0.191, -0.195, -0.250, 0.143, 0.058, 0.060, 0.063, 0.077, 0.095, 0.084, 0.094, -0.080, -0.241, -0.224, -0.240, 0.153, 0.067, 0.069, 0.059, 0.102, 0.099, 0.117, 0.102, -0.078, -0.237, -0.154, -0.244, 0.144, 0.071, 0.039, 0.069, 0.065, 0.101, 0.114, 0.109], "lumo_energy_ev": -0.24, "homo_lumo_gap_ev": 10.96, "total_charge": 0, "fmax_ev_per_a": 4.2, "e_tot_ha": -1479.45046, "smiles": "CCCC#N.CCCC#N.CCCC#N.CCCC#N.CCCC#N.CCCC#N.CCCC#N", "molar_mass_da": 483.75, "homo_ev": -11.20}